The following is a DFT calculation (ωB97M-V/def2-TZVPD) of a single C2H3NO4 molecule at a distorted geometry.

Element x y z (Å)
C (-0.21869, -0.74645, -0.60561)
C (0.52782, -0.72738, 0.76068)
H (-0.39157, 2.06105, -0.18651)
H (-1.48105, 0.30470, -1.68876)
H (1.88772, 0.29920, 1.68493)
N (-0.66125, 0.45287, -1.09583)
O (-1.05861, 1.38666, -0.13017)
O (-0.37924, -1.77563, -1.19265)
O (1.34902, 0.33836, 0.85935)
O (0.42585, -1.59339, 1.59456)

The calculation puts the calculated total energy at -11801.243 eV. Its HOMO energy is -0.385 Eh.

***

The following is a DFT calculation (ωB97M-V/def2-TZVPD) of 2 unconnected molecules or ions with the total composition C2H3NO4 at a distorted geometry.

Element x y z (Å)
C (-2.95205, -0.51806, -0.02565)
C (2.00236, 0.14846, 0.24228)
N (-2.19317, 0.36406, -0.34118)
O (-3.68513, -1.40799, -0.18744)
O (-1.32124, 1.15643, 0.35333)
O (1.31620, 0.99118, -0.29260)
O (1.82546, -1.13706, 0.09069)
H (3.00093, 0.49867, 0.66800)
H (-0.65784, 1.42234, -0.29351)
H (2.66448, -1.51803, -0.21390)

The calculation puts the calculated total energy at -11799.676 eV. Its HOMO energy is -0.346 Eh.

***

The following is a DFT calculation (ωB97M-V/def2-TZVPD) of a single C2H3NO4S2 molecule at a distorted geometry.

Element x y z (Å)
C (0.06006, -0.12121, 1.65823)
C (0.05955, 0.04040, 0.17465)
N (3.29450, 0.49967, 0.75351)
O (2.79292, 1.53574, 1.03868)
O (1.20029, -0.29194, 2.31461)
O (4.08410, 0.24476, -0.09175)
O (-1.03153, 0.06836, 2.20903)
S (2.54477, -0.98424, 1.60088)
S (-1.44379, 0.21408, 3.85435)
H (0.95730, -0.50292, -0.22181)
H (-0.68369, -0.58733, -0.21434)
H (0.17666, 0.98776, -0.23616)

The calculation puts the calculated total energy at -33466.418 eV. Its HOMO energy is -0.294 Eh.

***

Relative energy (zero: lowest compared OMol25 entry of this formula, charge and spin), respectively: 2.065 3.632 0.618 eV.
LUMO energy, respectively: 0.4 0.3 -1.0 eV.